95
Properties=species:S:1:pos:R:3:forces:R:3:lowdin_charge:R:1 method="wB97M-V/def2-TZVPD" charge=+1 e_lumo_ev=-1.8 homo_lumo_gap_ev=10.246 relative_energy_ev=0.000 total_energy_ev=-116786.1349
N -3.96722 -15.63938 15.26308 -1.266 -6.787 -1.976 0.368
H -4.37172 -14.99348 15.81822 -0.770 2.746 3.192 0.044
H -3.88607 -16.68321 15.47041 -0.114 1.451 1.404 0.159
H -3.29170 -15.52723 14.61030 4.287 2.158 -1.781 0.051
H -4.61476 -15.84004 14.53265 -2.125 0.136 -1.005 0.094
C -2.52898 -16.29732 21.72581 -1.825 -2.332 -1.188 -0.132
C -4.04269 -16.88824 21.67631 0.210 0.022 -0.056 -0.179
C -4.80727 -16.30048 20.50326 1.258 2.265 1.713 -0.269
S -3.72517 -16.47940 19.19631 -1.385 -2.422 0.845 0.620
O -3.95496 -15.46760 18.22689 0.880 1.058 -1.027 -0.306
O -3.97656 -17.85529 18.86223 1.255 -0.862 -1.147 -0.306
C -2.27325 -16.29933 20.18587 3.172 0.428 0.983 -0.236
H -1.93007 -16.94884 22.39830 -0.074 0.042 -1.112 0.118
H -2.23897 -15.28761 22.02306 -1.420 0.057 0.615 0.105
H -4.50111 -16.67579 22.57874 -1.214 0.646 1.845 0.076
H -4.31895 -17.98903 21.52458 1.995 0.993 0.418 0.150
H -4.93630 -15.21626 20.51506 -0.770 -0.004 0.651 0.107
H -5.63465 -16.91607 20.35346 -1.712 -0.323 -0.700 0.090
H -1.91728 -15.27806 20.05170 0.366 -0.253 -1.000 0.095
H -1.47173 -17.04728 20.02843 -0.607 0.491 -0.873 0.124
C -10.13383 -16.18856 16.83128 0.944 -0.283 -1.737 -0.183
C -9.41826 -15.21532 17.88150 -1.199 -1.114 -0.693 -0.159
C -8.09735 -15.94207 18.34060 -0.724 2.446 -1.750 -0.240
S -7.73644 -17.28586 17.27276 0.281 1.169 -1.154 0.654
O -8.01704 -18.49752 18.00541 0.148 -0.147 -0.535 -0.302
O -6.44428 -17.02571 16.65377 -0.030 -0.812 0.288 -0.350
C -8.95723 -16.88423 16.01305 0.289 2.538 -0.058 -0.220
H -10.92769 -15.71616 16.18035 1.198 -0.264 0.633 0.126
H -10.53283 -17.12992 17.11055 -1.293 -0.327 1.929 0.082
H -10.05238 -15.13998 18.81880 0.538 0.597 -1.422 0.122
H -9.21602 -14.21159 17.30750 -0.361 -1.877 1.529 0.145
H -8.21064 -16.36605 19.30250 0.350 0.057 1.168 0.087
H -7.37555 -15.13926 18.10871 0.563 -0.890 1.056 0.088
H -9.06029 -17.69545 15.31796 -0.828 -0.748 0.131 0.098
H -8.49307 -16.10271 15.38773 0.364 -0.224 0.389 0.102
C -4.31647 -17.66503 9.22791 -3.146 -0.292 1.987 -0.167
C -5.06048 -18.32834 10.49725 0.666 2.018 -1.088 -0.146
C -5.88351 -17.13462 11.03815 -1.929 -1.315 3.359 -0.249
S -4.88542 -15.72477 10.99024 -0.996 0.408 -2.501 0.643
O -4.18639 -15.58659 12.24523 0.119 0.456 0.302 -0.332
O -5.65602 -14.65480 10.36664 0.462 0.087 1.328 -0.322
C -3.82672 -16.32204 9.68059 0.808 -0.355 1.957 -0.219
H -4.92542 -17.74529 8.33036 -0.644 0.920 0.162 0.125
H -3.50101 -18.14978 8.90490 3.121 -2.428 -0.588 0.067
H -4.34405 -18.54845 11.21015 1.902 -0.300 1.546 0.068
H -5.49731 -19.29248 10.34895 -1.132 -0.112 -0.540 0.109
H -6.27657 -17.06172 12.27143 0.865 -0.985 -3.797 0.190
H -6.67572 -16.98416 10.31707 -0.562 0.400 0.322 0.099
H -2.86853 -16.40766 10.26342 -0.366 0.159 -1.360 0.120
H -3.93473 -15.62633 8.90109 0.711 1.265 -0.772 0.093
C -4.29153 -22.13928 15.00159 2.396 -1.287 1.719 -0.211
C -5.27870 -21.74664 16.10064 3.463 3.900 -0.724 -0.173
C -5.35038 -20.13542 16.16825 0.953 -0.996 1.013 -0.193
S -5.25456 -19.69539 14.50610 -0.556 1.245 -0.825 0.629
O -4.39320 -18.54978 14.31400 0.785 0.993 0.169 -0.359
O -6.57050 -19.51900 13.93598 -0.024 -0.914 -0.291 -0.315
C -4.29645 -21.10694 13.94000 -1.969 0.260 -1.074 -0.253
H -4.50817 -23.23193 14.56276 0.980 2.414 1.289 0.169
H -3.22384 -21.93367 15.53222 -2.150 -1.561 -1.255 0.167
H -5.04825 -22.15955 17.01019 0.919 -0.801 2.280 0.089
H -6.17689 -22.06529 15.90148 -5.180 -1.614 -1.347 0.054
H -4.36102 -19.60860 16.44275 -1.608 -1.085 0.806 0.133
H -6.29280 -19.75857 16.65892 1.356 -0.193 -0.425 0.102
H -3.34605 -20.75299 13.62507 0.665 0.297 -0.324 0.096
H -4.90189 -21.42491 13.10957 0.037 -0.225 -0.796 0.100
C -2.41679 -12.98059 10.64067 4.908 2.813 -1.758 -0.219
C -2.20167 -11.74795 11.54703 -2.716 -0.306 -0.252 -0.170
C -1.92725 -12.30407 12.95872 -2.791 -4.122 -3.599 -0.198
S -0.91494 -13.74194 12.65332 1.714 1.252 0.482 0.681
O -1.32560 -14.96378 13.31218 -0.468 0.447 -0.124 -0.324
O 0.42503 -13.25340 12.82238 0.894 -0.514 0.376 -0.321
C -1.14895 -13.77923 10.86949 -0.614 -1.645 -0.019 -0.191
H -2.79925 -12.80272 9.65251 0.531 0.304 -0.615 0.134
H -3.11294 -13.37732 11.12317 -6.243 -4.382 3.570 -0.012
H -3.21771 -11.27312 11.69637 1.324 0.240 -0.787 0.141
H -1.52168 -11.23278 10.90433 0.953 1.543 1.037 0.113
H -2.86257 -12.81837 13.34058 0.097 0.262 -1.201 0.116
H -1.92525 -11.68505 13.72651 2.099 3.076 3.507 0.052
H -1.18331 -14.87393 10.63167 0.056 1.025 -0.143 0.108
H -0.24738 -13.30517 10.50523 0.119 -0.036 -0.290 0.104
C -4.54540 -10.64949 19.29340 -7.907 -5.013 -0.562 -0.145
C -5.50767 -10.03314 18.21302 0.990 -1.736 -0.091 -0.125
C -5.06997 -10.85491 16.92252 1.697 3.071 1.531 -0.232
S -4.60115 -12.45289 17.35296 0.013 -1.195 -0.746 0.562
O -3.36701 -12.81573 16.72540 0.313 -0.129 -1.364 -0.299
O -5.68114 -13.37009 17.39550 -2.162 -1.378 -1.626 -0.307
C -4.31739 -12.19267 18.94701 3.110 1.529 5.779 -0.257
H -5.01390 -10.63317 20.25969 0.061 0.385 0.531 0.112
H -3.71377 -10.22732 19.28104 7.267 3.921 0.048 0.023
H -5.16835 -8.97776 18.07173 -1.181 -0.718 0.092 0.127
H -6.58684 -10.26145 18.49525 1.374 0.857 -0.575 0.137
H -4.14229 -10.39456 16.53289 0.038 -0.205 0.572 0.121
H -5.66712 -10.66210 16.12085 -2.302 -0.503 -2.190 0.074
H -3.21557 -12.41376 19.13333 -1.158 0.402 -0.420 0.134
H -4.77124 -12.90532 19.68698 -0.345 0.762 -1.276 0.119